32
Properties=species:S:1:pos:R:3:nbo_charge:R:1 method="wB97M-V/def2-TZVPD" e_homo_ev=-7.74 lumo_energy_ha=-0.015 orbital_gap_ev=7.3 e_above_lowest_kcal_mol=349.42
O -14.38193 -12.88004 -4.77161 -1.04
H -13.53732 -12.92293 -4.32325 0.45
H -14.18667 -12.46578 -5.61214 0.42
O -13.27217 -10.46660 -4.78909 -0.90
H -13.67444 -10.99887 -5.47546 0.44
H -12.80807 -11.09663 -4.23783 0.51
O -13.79492 -11.56007 -6.25753 -0.75
H -12.95662 -11.41657 -6.69673 0.53
H -14.45169 -11.39367 -6.93369 0.53
O -14.81733 -9.38243 -4.17945 -1.03
H -14.08494 -9.84304 -4.58893 0.42
H -15.41690 -10.07773 -3.90871 0.44
O -12.26909 -12.76597 -4.11157 -0.91
H -11.71981 -12.60660 -3.34403 0.51
H -11.88563 -13.53963 -4.52464 0.51
C -10.43231 -11.35827 -4.72309 -0.60
C -11.01866 -10.17127 -3.96228 -0.08
C -9.96915 -9.38482 -3.12178 -0.05
O -10.55737 -8.12144 -2.72166 -0.54
C -9.66454 -7.27024 -2.07517 -0.24
N -11.61753 -9.32833 -5.01023 -0.90
H -11.20627 -11.80556 -5.34681 0.19
H -10.05914 -12.13683 -4.05775 0.17
H -9.58927 -11.04930 -5.34108 0.22
H -11.82246 -10.53167 -3.32031 0.13
H -9.06469 -9.14814 -3.68216 0.17
H -9.67712 -9.97271 -2.25161 0.16
H -10.17051 -6.31080 -1.96766 0.20
H -8.79423 -6.98009 -2.66380 0.16
H -9.42683 -7.74411 -1.12278 0.16
H -11.92002 -8.55206 -4.43926 0.36
H -12.50764 -9.71868 -5.28488 0.38